This record from OMol25 describes a molecular structure, C42H43MnN4OSb2 at a distorted geometry. The level of theory is ωB97M-V/def2-TZVPD.

Atoms and positions in Å:
Mn 0.490 -0.904 -2.234
C 5.298 -4.159 -3.026
C 5.225 -3.012 -2.243
C 4.084 -2.231 -2.254
C 2.999 -2.604 -3.050
C 3.071 -3.746 -3.848
C 4.223 -4.515 -3.829
N 1.875 -1.785 -3.052
N 0.766 -2.006 -3.819
C 0.639 -0.976 -4.810
C 0.454 -1.275 -6.147
C 0.323 -0.210 -7.026
C 0.370 1.091 -6.540
C 0.546 1.287 -5.181
N 0.688 0.272 -4.330
H 6.197 -4.759 -3.025
H 6.068 -2.719 -1.634
H 4.033 -1.315 -1.681
H 2.229 -4.013 -4.471
H 4.281 -5.400 -4.448
H 0.425 -2.303 -6.477
H 0.191 -0.393 -8.082
H 0.265 1.938 -7.201
H 0.585 2.283 -4.761
C 1.029 1.307 0.166
C 0.678 2.756 -0.021
C -0.373 2.949 -1.108
Sb -2.379 3.497 -0.491
C -1.766 5.088 0.791
C -0.603 5.819 0.570
C -0.235 6.835 1.442
C -1.028 7.128 2.540
C -2.203 6.421 2.754
C -2.572 5.409 1.882
C -2.657 2.092 1.139
C -1.892 2.110 2.318
C -2.339 1.472 3.475
C -3.553 0.805 3.472
C -4.295 0.732 2.303
C -3.846 1.367 1.151
Sb -0.256 -0.131 1.199
C 0.810 -0.280 3.003
C 1.001 -1.490 3.667
C 1.721 -1.515 4.852
C 2.234 -0.340 5.383
C 2.037 0.867 4.730
C 1.329 0.899 3.538
C -1.879 -1.469 1.445
C -2.158 -1.884 2.740
C -3.119 -2.870 2.935
C -3.801 -3.402 1.854
C -3.522 -2.966 0.565
C -2.562 -1.990 0.353
H 1.903 1.133 0.798
H 1.185 0.802 -0.797
H 1.615 3.252 -0.296
H 0.385 3.218 0.925
H -0.452 2.049 -1.727
H -0.093 3.748 -1.794
H 0.018 5.627 -0.297
H 0.664 7.405 1.255
H -0.738 7.914 3.223
H -2.839 6.667 3.592
H -3.502 4.880 2.053
H -1.016 2.745 2.382
H -1.761 1.548 4.388
H -3.927 0.353 4.380
H -5.242 0.211 2.298
H -4.481 1.361 0.273
H 0.599 -2.414 3.276
H 1.880 -2.453 5.363
H 2.791 -0.366 6.308
H 2.437 1.782 5.145
H 1.194 1.850 3.033
H -1.629 -1.476 3.589
H -3.332 -3.216 3.936
H -4.552 -4.162 2.013
H -4.045 -3.396 -0.277
H -2.331 -1.681 -0.655
C 2.287 -2.966 0.734
C 0.847 -2.820 0.290
C 0.473 -3.779 -0.827
O 0.608 -1.429 -0.129
H 2.449 -3.976 1.112
H 2.544 -2.263 1.525
H 2.958 -2.812 -0.106
H 0.173 -3.008 1.133
H 1.296 -3.933 -1.520
H -0.398 -3.426 -1.390
H 0.207 -4.745 -0.402
N -2.474 0.058 -2.765
C -1.430 -0.336 -2.446
H -3.396 0.294 -3.076

Results
spin multiplicity = 5
LUMO level (spin up / spin down) = -6.429 / -6.459 eV
net charge = +2
electronic energy = -96636.872 eV
expectation value of S² = 6.31

Mulliken population analysis, charges in e, atoms 1 to 5:
1. Mn 0.2398
2. C -0.6072
3. C -0.5277
4. C -0.6321
5. C 0.0922